The following is a DFT calculation (ωB97M-V with the def2-TZVPD basis set) of 8 unconnected molecules or ions with the total composition C38H55F9O18S.

```
121
Properties=species:S:1:pos:R:3:lowdin_charge:R:1
C 5.86 -0.07 2.29 -0.0602
C 4.51 0.49 1.87 -0.2558
O 4.22 1.71 2.55 -0.1415
C 3.72 2.77 1.76 -0.1923
C 2.55 3.35 2.53 -0.1706
O 1.89 4.32 1.66 -0.3510
S 0.47 4.92 2.08 0.9486
O 0.08 4.30 3.33 -0.4056
O -0.41 4.16 0.92 -0.3477
C -1.23 3.04 1.30 -0.1973
C -1.93 2.62 0.00 -0.0311
C -3.41 2.34 0.10 -0.4210
F -3.92 2.00 -1.12 0.1109
F -4.06 3.47 0.52 0.1219
C -3.90 1.22 1.07 -0.3267
F -3.58 1.56 2.34 0.1475
F -5.24 1.16 0.99 0.1484
C -3.35 -0.23 0.76 -0.3063
F -4.38 -1.04 0.44 0.1475
F -2.49 -0.21 -0.29 0.1390
C -2.60 -0.90 1.95 -0.5577
F -1.57 -0.15 2.35 0.1802
F -2.13 -2.08 1.55 0.1792
F -3.43 -1.09 2.97 0.1982
H 5.98 -0.01 3.37 0.0683
H 6.67 0.48 1.80 0.0822
H 5.90 -1.11 1.95 0.0501
H 3.72 -0.24 2.12 0.1078
H 4.48 0.63 0.78 0.1020
H 4.46 3.56 1.60 0.1132
H 3.36 2.43 0.78 0.1059
H 1.86 2.56 2.83 0.1197
H 2.89 3.88 3.43 0.1254
H -0.59 2.24 1.68 0.1193
H -1.94 3.35 2.07 0.1170
H -1.85 3.47 -0.70 0.1482
H -1.42 1.78 -0.48 0.1063
O -7.31 -1.25 -5.40 0.1146
C -7.00 -1.46 -4.26 -0.4968
O -6.07 -2.37 -3.92 0.0141
C -5.95 -2.47 -2.48 -0.1421
C -6.51 -1.15 -1.96 -0.1504
C -7.56 -0.80 -3.01 -0.0668
H -6.53 -3.32 -2.15 0.1143
H -4.91 -2.63 -2.23 0.1222
H -6.89 -1.22 -0.94 0.1151
H -5.72 -0.39 -1.96 0.1063
H -8.53 -1.25 -2.80 0.1310
H -7.69 0.27 -3.17 0.1253
O 2.65 0.73 -0.70 0.1085
C 1.93 -0.08 -1.21 -0.4690
O 2.27 -0.76 -2.32 0.0471
C 1.18 -1.63 -2.73 -0.1254
C 0.35 -1.84 -1.47 -0.1370
C 0.55 -0.51 -0.75 -0.0709
H 0.61 -1.13 -3.51 0.0947
H 1.60 -2.55 -3.12 0.1295
H -0.69 -2.08 -1.70 0.1145
H 0.76 -2.65 -0.87 0.0797
H -0.16 0.25 -1.06 0.1037
H 0.54 -0.60 0.34 0.1171
O 4.45 -2.75 1.29 0.1319
C 3.41 -3.27 1.56 -0.4649
O 2.27 -3.00 0.87 0.0041
C 1.15 -3.66 1.47 -0.1654
C 1.75 -4.83 2.25 -0.1435
C 3.10 -4.25 2.67 -0.0666
H 0.63 -2.95 2.11 0.1242
H 0.47 -3.98 0.67 0.1173
H 1.12 -5.14 3.08 0.1147
H 1.89 -5.68 1.59 0.1190
H 3.05 -3.70 3.61 0.1326
H 3.89 -4.99 2.74 0.1258
O -3.24 -5.77 -2.06 0.1316
C -4.14 -6.00 -1.31 -0.4815
O -5.02 -5.03 -0.92 -0.0083
C -5.93 -5.54 0.06 -0.1548
C -5.93 -7.05 -0.14 -0.1475
C -4.50 -7.30 -0.62 -0.0719
H -5.57 -5.25 1.05 0.1266
H -6.90 -5.08 -0.10 0.1214
H -6.21 -7.60 0.76 0.1154
H -6.64 -7.32 -0.93 0.1190
H -3.81 -7.45 0.20 0.1311
H -4.41 -8.13 -1.32 0.1262
O -1.38 -0.98 -4.43 0.1091
C -2.06 -0.61 -5.34 -0.4727
O -1.58 0.19 -6.32 0.0330
C -2.63 0.55 -7.24 -0.1464
C -3.69 -0.54 -7.08 -0.1399
C -3.52 -0.91 -5.60 -0.0743
H -3.00 1.54 -6.96 0.1259
H -2.20 0.60 -8.23 0.1236
H -4.69 -0.20 -7.34 0.1171
H -3.44 -1.39 -7.70 0.1204
H -4.13 -0.28 -4.95 0.1291
H -3.74 -1.95 -5.39 0.1254
O 7.12 2.88 3.94 0.1364
C 6.86 2.54 5.05 -0.4867
O 7.29 1.37 5.59 0.0099
C 6.74 1.17 6.89 -0.1644
C 6.37 2.57 7.39 -0.1540
C 6.01 3.28 6.08 -0.0731
H 5.86 0.53 6.81 0.1242
H 7.48 0.67 7.51 0.1214
H 5.58 2.56 8.13 0.1119
H 7.25 3.04 7.84 0.1152
H 4.97 3.13 5.81 0.1274
H 6.25 4.34 6.07 0.1243
O 5.47 5.40 0.60 0.1268
C 5.08 5.73 -0.48 -0.4731
O 5.88 6.34 -1.39 0.0234
C 5.13 6.70 -2.56 -0.1607
C 3.91 5.78 -2.56 -0.1486
C 3.68 5.57 -1.06 -0.0724
H 4.85 7.75 -2.48 0.1238
H 5.77 6.58 -3.43 0.1223
H 3.06 6.20 -3.09 0.1129
H 4.17 4.83 -3.02 0.1191
H 3.05 6.35 -0.63 0.1319
H 3.28 4.60 -0.80 0.1141
```

Values from the calculation:
Frontier orbital gap in Ha: 0.320
HOMO level in eV: -8.62
2S+1: 1
Total charge: 0



The following is a DFT calculation (ωB97M-V with the def2-TZVPD basis set) of a single C2H5N3S2 molecule.

```
12
Properties=species:S:1:pos:R:3:lowdin_charge:R:1
C -0.24 -0.19 -0.47 -0.5761
C -0.95 0.72 0.43 -1.1391
H 1.18 -0.65 1.70 0.0613
H 2.34 -1.27 0.81 0.0988
H -1.97 -0.03 -1.75 0.1147
H -0.59 -1.01 -2.42 0.1213
H 1.20 1.42 0.95 -0.1188
N 1.66 -0.50 0.84 -0.0665
N 0.92 -0.71 -0.33 -0.0119
N -0.96 -0.45 -1.61 0.0591
S -0.01 1.99 1.13 0.8007
S -2.57 0.68 0.71 0.6566
```

Values from the calculation:
Frontier orbital gap in Ha: 0.278
HOMO level in eV: -8.43
2S+1: 1
Total charge: 0
SMILES string: N/N=C(/N)C(=S)S



The following is a DFT calculation (ωB97M-V with the def2-TZVPD basis set) of a molecular structure, C12H4ClF3IKN4Na2O10V.

```
39
Properties=species:S:1:pos:R:3:lowdin_charge:R:1
O -3.22 0.94 4.03 0.1820
N -2.50 0.40 4.70 0.1080
O -1.20 1.26 4.86 -0.0337
C -0.26 0.90 3.98 -0.3676
C 0.33 1.91 3.22 0.1039
C 1.26 1.50 2.31 0.0592
C 1.54 0.15 2.24 -0.2496
N 2.47 -0.34 1.27 0.1185
C 1.89 -0.41 -0.02 -0.5274
O 0.94 -1.05 -0.29 0.1510
F 2.58 0.24 -0.94 0.0100
C 3.76 0.36 1.30 -0.4471
O 4.70 -0.07 1.85 0.1952
F 3.80 1.54 0.63 0.1103
N 0.94 -0.73 3.02 -0.3752
I 1.21 -2.79 2.97 1.0691
N 0.03 -0.37 3.91 0.1132
H 0.06 2.95 3.32 0.1437
H 1.71 2.20 1.63 0.0801
Cl 3.84 -1.25 -2.60 -0.0554
F 4.00 -1.74 3.28 -0.7416
Na 4.84 -2.88 -0.98 0.5519
C -4.10 -1.99 -2.94 -0.0845
C -2.75 -2.25 -2.63 -0.4302
C -1.92 -0.99 -2.33 -0.2998
O -0.77 -1.02 -1.96 0.1301
C -2.55 0.30 -2.50 0.2230
C -3.94 0.54 -2.85 -0.3176
C -4.79 -0.73 -3.03 -0.3797
O -5.98 -0.67 -3.26 0.0978
O -4.43 1.64 -2.98 0.1641
O -2.21 -3.36 -2.58 0.0196
H -4.75 -2.83 -3.14 0.0241
H -1.90 1.15 -2.34 0.1412
O 0.87 3.19 -0.04 -0.6353
V 1.74 4.39 -0.86 1.0257
O 2.72 5.50 -1.57 -0.5606
Na 6.12 -1.89 -3.87 0.6491
K -4.08 -3.73 -4.84 1.0346
```

Values from the calculation:
Frontier orbital gap in Ha: 0.079
HOMO level in eV: -8.91
2S+1: 1
Total charge: +1



The following is a DFT calculation (ωB97M-V with the def2-TZVPD basis set) of a single C2H4ClN2P molecule.

```
10
Properties=species:S:1:pos:R:3:lowdin_charge:R:1
C 0.96 -0.63 0.14 -0.3225
C 0.18 0.74 -0.10 -0.2301
N 0.10 -1.77 0.03 -0.3404
N -1.22 0.22 0.09 -0.7905
P -1.42 -1.44 -0.03 0.8367
Cl -2.53 1.42 0.05 0.4998
H 1.67 -0.53 -0.70 0.0986
H 1.51 -0.56 1.09 0.1027
H 0.45 1.56 0.50 0.0840
H 0.31 0.99 -1.08 0.0617
```

Values from the calculation:
Frontier orbital gap in Ha: 0.340
HOMO level in eV: -9.00
2S+1: 1
Total charge: 0
SMILES string: ClN1CCN=P1



The following is a DFT calculation (ωB97M-V with the def2-TZVPD basis set) of 3 unconnected molecules or ions with the total composition C18H45BrN2P.

```
67
Properties=species:S:1:pos:R:3:lowdin_charge:R:1
C -2.03 2.39 -0.39 -0.0890
C -2.53 0.93 -0.31 -0.2694
C -1.52 -0.04 -1.03 -0.3207
P -1.84 0.05 -2.85 1.1118
C -0.95 1.45 -3.67 -0.3942
C -0.62 1.15 -5.17 -0.7740
C 0.68 1.90 -5.58 -0.1062
Br -2.16 1.71 -6.25 0.7174
H -1.44 2.60 -1.29 0.0432
H -1.40 2.63 0.47 0.0849
H -2.90 3.04 -0.42 0.0838
H -3.49 0.79 -0.82 0.0859
H -2.65 0.61 0.73 0.1022
H -1.72 -1.03 -0.62 0.0748
H -0.49 0.25 -0.77 0.0776
H -3.24 0.22 -2.99 0.0580
H -1.41 -1.16 -3.44 0.0485
H -1.61 2.33 -3.64 0.0764
H -0.06 1.73 -3.10 0.0684
H -0.49 0.08 -5.29 0.0651
H 1.25 2.27 -4.73 0.0589
H 0.40 2.75 -6.20 0.0661
H 1.30 1.23 -6.17 0.0873
C -2.46 -5.10 4.36 -0.0858
C -1.58 -3.89 4.10 -0.2690
N -1.87 -3.23 2.84 -0.1975
C -0.85 -2.27 2.44 -0.2539
C -0.64 -1.04 3.33 -0.0799
C -3.25 -2.80 2.65 -0.2503
C -3.85 -1.85 3.69 -0.0797
H -2.42 -5.80 3.52 0.0812
H -2.12 -5.63 5.25 0.0765
H -3.50 -4.82 4.53 0.0663
H -0.54 -4.24 4.07 0.1197
H -1.66 -3.21 4.95 0.1033
H -1.07 -1.94 1.42 0.0832
H 0.10 -2.81 2.37 0.1116
H -1.44 -0.32 3.23 0.0482
H 0.28 -0.53 3.03 0.0682
H -0.53 -1.31 4.38 0.0720
H -3.88 -3.70 2.60 0.1038
H -3.35 -2.35 1.66 0.1018
H -3.65 -2.17 4.71 0.0711
H -4.94 -1.83 3.57 0.0751
H -3.50 -0.83 3.57 0.0501
C 3.64 -0.91 -0.17 -0.0808
C 3.06 0.27 -0.93 -0.2786
N 2.81 1.43 -0.10 -0.1947
C 1.99 2.44 -0.74 -0.2557
C 2.54 3.13 -1.98 -0.0832
C 3.96 1.93 0.65 -0.2395
C 5.21 2.33 -0.13 -0.0758
H 3.02 -1.16 0.69 0.0764
H 3.69 -1.78 -0.82 0.0761
H 4.66 -0.71 0.18 0.0712
H 2.11 -0.06 -1.36 0.1003
H 3.72 0.50 -1.78 0.1031
H 1.72 3.20 0.00 0.1184
H 1.04 1.96 -1.01 0.0656
H 3.32 3.85 -1.74 0.0638
H 1.74 3.70 -2.48 0.0680
H 2.94 2.42 -2.72 0.0646
H 4.25 1.17 1.38 0.1052
H 3.63 2.78 1.26 0.1178
H 5.49 1.58 -0.88 0.0694
H 6.05 2.44 0.55 0.0785
H 5.09 3.29 -0.64 0.0572
```

Values from the calculation:
Frontier orbital gap in Ha: 0.263
HOMO level in eV: -10.21
2S+1: 1
Total charge: +1



The following is a DFT calculation (ωB97M-V with the def2-TZVPD basis set) of a single C2H6FN molecule.

```
10
Properties=species:S:1:pos:R:3:lowdin_charge:R:1
C -0.12 0.66 -0.98 -0.0415
C 0.51 -0.14 0.08 -0.4777
N -0.26 -0.16 1.27 0.1959
F 0.49 -1.51 -0.38 -0.0399
H -0.70 -0.01 -1.51 0.0671
H 0.63 1.13 -1.49 0.0646
H -0.81 1.28 -0.42 0.0778
H 1.53 0.03 0.43 0.1424
H -1.32 -0.38 1.09 0.0023
H 0.06 -0.90 1.90 0.0090
```

Values from the calculation:
Frontier orbital gap (alpha / beta) in Ha: 0.171 / 0.342
HOMO level (alpha / beta) in eV: -3.67 / -13.64
2S+1: 3
Total charge: 0



The following is a DFT calculation (ωB97M-V with the def2-TZVPD basis set) of a molecular structure, C22H32BN7Pd.

```
63
Properties=species:S:1:pos:R:3:lowdin_charge:R:1
H -1.42 -1.45 1.18 0.1038
N 0.10 -1.80 -0.27 -0.0170
B 1.72 -2.90 -1.90 -0.4865
N 0.67 -2.96 -0.78 -0.0255
C 0.17 -4.02 -0.12 -0.0777
Pd 0.95 0.18 -0.79 0.9237
H 0.51 -5.02 -0.37 0.1182
C -0.76 -3.56 0.81 -0.0620
H -1.33 -4.14 1.51 0.0858
C -0.80 -2.16 0.66 -0.1255
H 2.08 -3.97 -2.28 0.1152
C 1.76 1.98 -0.74 -0.1935
H 1.47 1.71 0.28 0.0145
H 1.18 2.86 -1.01 0.0326
H 2.83 2.14 -0.75 0.0258
N 2.89 -2.04 -1.34 0.0009
N 1.13 -2.03 -3.05 -0.0148
N 2.65 -0.78 -0.79 -0.0996
N 0.82 -0.70 -2.81 -0.0303
C 4.21 -2.27 -1.34 -0.0711
C 0.99 -2.29 -4.37 -0.0724
H 4.59 -3.19 -1.78 0.1238
H 1.18 -3.29 -4.74 0.1202
C 4.86 -1.19 -0.75 -0.0642
C 0.62 -1.11 -5.00 -0.0645
C 3.85 -0.29 -0.38 -0.1197
C 0.54 -0.13 -4.00 -0.1374
H 5.91 -1.07 -0.60 0.0871
H 0.43 -0.97 -6.05 0.0855
H 3.94 0.67 0.10 0.0989
H 0.31 0.92 -4.10 0.0978
H 1.58 1.19 -1.74 0.0396
C -3.32 2.06 4.31 -0.0566
C -2.19 1.42 3.54 -0.2751
C -1.38 0.47 4.18 -0.0284
C -0.28 -0.09 3.51 -0.2862
C 0.54 -1.14 4.20 -0.0547
C 0.02 0.34 2.22 -0.0483
C -0.90 1.11 1.46 -0.3016
C -1.95 1.74 2.21 -0.0023
N -0.80 1.15 0.10 -0.0195
C -1.74 1.96 -0.71 -0.6088
C -3.15 1.37 -0.60 -0.0473
C -1.72 3.45 -0.29 -0.0449
C -1.38 1.91 -2.18 -0.0927
H -4.07 1.31 4.61 0.0820
H -2.95 2.53 5.23 0.0811
H -3.82 2.82 3.71 0.0737
H -1.59 0.18 5.21 0.1190
H 1.19 -0.71 4.97 0.0820
H -0.10 -1.88 4.69 0.0820
H 1.18 -1.67 3.48 0.0746
H 0.94 -0.01 1.73 0.0841
H -2.59 2.48 1.74 0.0806
H -3.57 1.45 0.41 0.0656
H -3.81 1.90 -1.29 0.0876
H -3.12 0.31 -0.87 0.0913
H -0.91 3.68 0.41 0.0860
H -1.58 4.09 -1.17 0.0777
H -2.68 3.75 0.16 0.0759
H -0.42 2.40 -2.39 0.0586
H -1.34 0.88 -2.55 0.0597
H -2.15 2.44 -2.76 0.0932
```

Values from the calculation:
Frontier orbital gap (alpha / beta) in Ha: 0.269 / 0.175
HOMO level (alpha / beta) in eV: -6.57 / -6.20
2S+1: 3
Total charge: 0



The following is a DFT calculation (ωB97M-V with the def2-TZVPD basis set) of a molecular structure, C20H38BBa2F4NO10.

```
76
Properties=species:S:1:pos:R:3:lowdin_charge:R:1
Ba -2.73 -5.23 0.64 1.8183
Ba 2.12 -2.82 -2.79 1.8328
B 0.79 -0.04 -5.61 -1.2846
F 1.12 -1.37 -6.03 0.0239
F -0.20 -0.06 -4.64 0.0918
F 1.87 0.34 -4.89 0.1187
F 0.35 0.76 -6.73 0.0847
C -1.24 1.03 -0.15 -0.0129
C -1.56 -0.38 0.12 -0.8030
O -2.58 -0.75 0.72 -0.0648
O -0.79 -1.33 -0.18 -0.1797
H -2.06 1.58 -0.61 0.0907
H -0.40 1.24 -0.81 0.0793
H -1.14 1.54 0.80 0.0935
C 1.95 0.13 8.88 -0.0388
C 0.65 0.35 9.41 -0.0576
C -0.38 0.89 8.66 -0.0029
C -0.13 1.26 7.35 -0.1649
C 1.19 1.18 6.77 0.0207
C 2.18 0.57 7.55 -0.0718
N -1.23 1.66 6.57 -0.3619
O -1.05 2.23 5.52 0.0778
O -2.38 1.62 7.02 0.0613
H 2.77 -0.36 9.39 0.1019
H 0.47 -0.06 10.39 0.1051
H -1.39 0.88 9.02 0.1231
H 1.40 1.62 5.81 0.1111
H 3.19 0.47 7.16 0.0969
C -5.74 -2.89 -2.72 -0.0655
O -5.97 -4.12 -1.97 -0.2108
C -7.38 -4.32 -1.80 -0.1913
C -7.51 -5.80 -1.48 -0.1810
O -6.64 -6.23 -0.44 -0.2335
C -6.86 -7.49 0.10 -0.1265
H -4.90 -3.02 -3.41 0.0844
H -5.56 -1.98 -2.16 0.0915
H -6.62 -2.65 -3.32 0.0858
H -7.92 -4.08 -2.71 0.1263
H -7.92 -3.72 -1.06 0.1358
H -7.28 -6.48 -2.30 0.1331
H -8.53 -6.02 -1.18 0.1320
H -7.90 -7.75 0.28 0.0978
H -6.43 -7.39 1.10 0.0825
H -6.48 -8.33 -0.48 0.0915
C -1.83 7.66 -0.42 -0.0975
O -0.50 7.82 -0.99 -0.1882
C 0.31 6.65 -0.91 -0.1892
C 1.76 7.25 -0.62 -0.1308
O 2.68 6.10 -0.69 -0.1997
C 2.83 5.57 -2.05 -0.1109
H -2.25 6.69 -0.14 0.0793
H -2.59 7.97 -1.13 0.0767
H -1.95 8.33 0.43 0.0824
H 0.21 6.06 -1.83 0.1058
H -0.02 6.00 -0.10 0.1133
H 1.86 7.70 0.37 0.1209
H 2.01 8.03 -1.33 0.1162
H 1.98 5.12 -2.56 0.0664
H 3.56 4.76 -2.13 0.0722
H 3.19 6.27 -2.81 0.0832
C 6.09 -4.08 -4.23 -0.0935
O 5.66 -2.98 -3.41 -0.2632
C 6.80 -2.06 -3.31 -0.1296
C 6.60 -1.23 -1.98 -0.1369
O 5.24 -1.32 -1.51 -0.2707
C 5.04 -0.59 -0.35 -0.1115
H 5.23 -4.30 -4.86 0.0815
H 6.32 -5.01 -3.71 0.0907
H 7.00 -3.85 -4.79 0.0967
H 7.04 -1.43 -4.16 0.1342
H 7.65 -2.73 -3.19 0.1149
H 6.70 -0.16 -2.20 0.1300
H 7.26 -1.62 -1.21 0.1319
H 4.01 -0.33 -0.10 0.0875
H 5.66 0.31 -0.32 0.1032
H 5.28 -1.30 0.44 0.0938
```

Values from the calculation:
Frontier orbital gap in Ha: 0.098
HOMO level in eV: -11.44
2S+1: 1
Total charge: +2